Density functional theory data (the ωB97M-V functional and the def2-TZVPD basis) for a molecular structure, C52H49N6O2PW at a distorted geometry.

ORCA input file:
```
! wB97M-V def2-TZVPD RIJCOSX def2/J DEFGRID3
* xyz 2 1
W -0.29 0.66 0.38
O -1.90 0.04 0.04
C -3.24 0.43 -0.04
C -3.17 1.86 -0.64
C -2.44 2.88 0.20
C -3.00 4.13 0.34
C -2.29 5.17 0.93
C -1.01 4.88 1.39
C -0.50 3.60 1.30
C 0.80 3.28 1.98
C 1.86 2.63 1.03
O 1.26 1.41 0.69
C 1.98 3.50 -0.21
C 1.24 3.21 -1.35
C 1.34 4.00 -2.48
C 2.17 5.11 -2.48
C 2.91 5.41 -1.35
C 2.81 4.62 -0.21
C 3.21 2.37 1.71
C 4.36 2.23 0.94
C 5.57 1.91 1.53
C 5.66 1.73 2.90
C 4.52 1.86 3.67
C 3.30 2.18 3.09
N -1.19 2.58 0.68
C -3.86 0.43 1.35
C -5.24 0.37 1.51
C -5.79 0.32 2.77
C -4.98 0.34 3.89
C -3.61 0.41 3.75
C -3.05 0.46 2.48
C -4.02 -0.53 -0.95
C -4.12 -1.86 -0.55
C -4.83 -2.78 -1.30
C -5.48 -2.37 -2.46
C -5.39 -1.05 -2.86
C -4.66 -0.14 -2.12
H -4.18 2.23 -0.82
H -2.64 1.76 -1.60
H -3.99 4.31 -0.05
H -2.70 6.16 1.01
H -0.41 5.66 1.85
H 0.58 2.53 2.76
H 1.21 4.18 2.43
H 0.57 2.34 -1.35
H 0.77 3.75 -3.36
H 2.25 5.72 -3.36
H 3.57 6.26 -1.35
H 3.38 4.87 0.67
H 4.32 2.39 -0.13
H 6.45 1.81 0.92
H 6.60 1.49 3.36
H 4.57 1.71 4.74
H 2.44 2.29 3.72
H -5.87 0.33 0.63
H -6.86 0.26 2.89
H -5.42 0.29 4.88
H -2.97 0.42 4.62
H -1.95 0.49 2.38
H -3.66 -2.18 0.38
H -4.89 -3.81 -0.98
H -6.06 -3.07 -3.03
H -5.90 -0.72 -3.75
H -4.63 0.89 -2.45
C 3.03 -0.02 -1.52
C 1.76 -0.27 -2.24
N 0.55 -0.26 -1.70
C -0.34 -0.55 -2.70
C 0.34 -0.74 -3.86
N 1.67 -0.56 -3.56
C 2.77 -0.95 -4.42
N 3.29 -2.19 -3.94
N 4.44 -2.21 -3.21
N 4.58 -3.32 -2.63
C 3.51 -4.12 -2.91
C 3.19 -5.40 -2.48
C 1.98 -5.91 -2.90
C 1.12 -5.18 -3.73
C 1.43 -3.92 -4.19
C 2.64 -3.39 -3.76
H 2.82 0.12 -0.46
H 3.50 0.89 -1.90
H 3.75 -0.83 -1.66
H -1.40 -0.64 -2.50
H 0.01 -0.97 -4.85
H 3.59 -0.22 -4.39
H 2.39 -1.05 -5.44
H 3.87 -5.96 -1.86
H 1.69 -6.91 -2.61
H 0.18 -5.62 -4.04
H 0.78 -3.38 -4.86
C -0.39 -2.95 -0.05
P 0.38 -1.70 1.05
C 2.12 -2.26 1.11
C -0.25 -2.22 2.68
C -1.58 -2.61 2.83
C -2.02 -3.11 4.03
C -1.15 -3.21 5.11
C 0.15 -2.76 4.99
C 0.60 -2.26 3.78
H -1.40 -2.65 -0.31
H -0.41 -3.92 0.44
H 0.19 -3.03 -0.97
H 2.16 -3.22 1.64
H 2.75 -1.54 1.63
H 2.51 -2.40 0.10
H -2.26 -2.51 1.99
H -3.05 -3.42 4.14
H -1.50 -3.64 6.04
H 0.81 -2.79 5.84
H 1.62 -1.89 3.69
*
```

Properties
- electronic energy (Eh) = -2897.97091
- E_LUMO (eV) = -6.15
- maximum force (eV Å⁻¹) = 5.26
- energy above the lowest of the compared OMol25 structures with the same formula, charge and spin (kJ/mol) = 174.1
- HOMO (eV) = -13.117

---

Density functional theory data (the ωB97M-V functional and the def2-TZVPD basis) for a molecular structure, C52H50BrCsN10O3 at a distorted geometry.

ORCA input file:
```
! wB97M-V def2-TZVPD RIJCOSX def2/J DEFGRID3
* xyz -2 1
Cs 0.22 -0.32 0.50
C -1.96 4.30 -5.61
C -1.65 5.36 -4.77
C -1.26 5.14 -3.45
C -1.17 3.83 -3.02
C -0.86 3.21 -1.69
N -0.93 1.85 -1.79
C -1.45 1.56 -2.98
N -2.00 0.42 -3.39
C -2.61 -0.35 -2.48
C -3.43 -1.52 -2.91
C -3.67 -2.11 -4.13
C -4.60 -3.14 -4.18
C -5.29 -3.55 -3.04
C -5.05 -2.94 -1.81
C -4.11 -1.93 -1.76
C -3.61 -1.04 -0.66
N -4.02 -1.20 0.54
C -3.50 -0.54 1.64
N -2.33 -0.04 1.80
C -2.17 0.43 3.18
N -1.86 1.83 3.37
C -1.31 2.58 2.51
N -1.20 2.43 1.12
C -0.64 3.51 0.64
N -0.60 3.94 -0.66
C -0.23 4.45 1.72
C 0.44 5.66 1.71
C 0.61 6.31 2.92
C 0.12 5.76 4.11
C -0.54 4.53 4.10
C -0.70 3.89 2.90
C -3.48 0.07 3.86
C -3.89 0.20 5.17
C -5.16 -0.29 5.50
C -5.98 -0.88 4.54
C -5.55 -1.00 3.22
C -4.29 -0.52 2.91
N -2.73 -0.13 -1.18
C -1.51 2.78 -3.85
C -1.91 2.98 -5.15
H -2.26 4.50 -6.64
H -1.73 6.37 -5.14
H -1.04 5.96 -2.78
H -3.14 -1.78 -5.01
H -4.81 -3.64 -5.13
H -6.02 -4.34 -3.11
H -5.58 -3.23 -0.91
H 0.81 6.07 0.78
H 1.14 7.26 2.96
H 0.26 6.29 5.04
H -0.92 4.09 5.02
H -3.25 0.65 5.91
H -5.51 -0.21 6.52
H -6.95 -1.25 4.83
H -6.16 -1.47 2.46
H -2.18 2.15 -5.79
C 8.26 -3.25 -1.24
C 7.76 -2.45 -0.03
C 8.18 -3.18 1.25
C 8.46 -1.09 -0.04
C 6.24 -2.32 -0.08
C 5.58 -1.10 -0.17
C 4.20 -1.06 -0.19
Br 3.36 0.66 -0.32
C 3.34 -2.19 -0.11
O 2.08 -2.07 -0.08
C 4.05 -3.44 -0.06
C 5.43 -3.46 -0.03
C 3.23 -4.73 -0.03
C 2.33 -4.79 -1.27
C 4.10 -5.99 -0.03
C 2.36 -4.77 1.24
H 9.35 -3.35 -1.22
H 7.98 -2.74 -2.17
H 7.82 -4.25 -1.26
H 9.27 -3.25 1.32
H 7.78 -4.20 1.28
H 7.81 -2.65 2.13
H 9.54 -1.23 0.02
H 8.14 -0.48 0.81
H 8.23 -0.54 -0.95
H 6.12 -0.17 -0.23
H 5.93 -4.43 0.02
H 2.93 -4.75 -2.18
H 1.65 -3.93 -1.27
H 1.74 -5.71 -1.28
H 4.74 -6.03 -0.92
H 3.45 -6.87 -0.04
H 4.74 -6.04 0.85
H 1.70 -3.90 1.26
H 2.99 -4.75 2.13
H 1.75 -5.68 1.26
O 0.10 -0.27 3.26
O -1.19 -0.28 3.90
C 1.36 -0.35 -7.45
C 0.36 -0.27 -6.30
N 0.68 -1.12 -5.17
C 0.19 -2.48 -5.17
C 1.18 -3.52 -5.71
C 1.52 -0.71 -4.15
C 1.88 0.76 -4.11
N 1.95 -1.44 -3.20
H 1.13 0.41 -8.21
H 1.34 -1.33 -7.93
H 2.37 -0.17 -7.09
H -0.63 -0.56 -6.66
H 0.27 0.76 -5.96
H -0.73 -2.51 -5.76
H -0.09 -2.74 -4.15
H 1.35 -3.38 -6.78
H 0.80 -4.53 -5.55
H 2.14 -3.43 -5.20
H 2.43 1.07 -5.00
H 2.50 0.91 -3.23
H 0.98 1.37 -4.02
H 1.67 -2.41 -3.21
*
```

Properties
- electronic energy (Eh) = -5378.98991
- E_LUMO (eV) = 3.15
- maximum force (eV Å⁻¹) = 1.11
- energy above the lowest of the compared OMol25 structures with the same formula, charge and spin (kJ/mol) = 51.0
- HOMO (eV) = -1.389

---

Among the records above, which one has the lowest E_LUMO?
C52H49N6O2PW

---

The lowest E_LUMO belongs to which entry?
C52H49N6O2PW

---

Among the records above, which one has the highest energy above the lowest of the compared OMol25 structures with the same formula, charge and spin?
C52H49N6O2PW